4 unconnected molecules or ions with the total composition C16H32F3N3O7PS3. Source: the Open Molecules 2025 dataset; level of theory: ωB97M-V/def2-TZVPD.

XYZ file:
```
65
Properties=species:S:1:pos:R:3:forces:R:3:nbo_charge:R:1
N -0.636062 -3.437187 1.356412 -0.3307 -0.1882 -0.3410 -0.775
C -1.743033 -3.269277 0.652740 0.3473 -0.5753 0.1332 0.791
N -1.780406 -2.399998 -0.453170 -0.7198 0.7387 1.0341 -0.595
C -3.001217 -1.651360 -0.092360 -0.0473 0.2166 -0.0772 -0.241
C -3.961885 -2.732265 0.469723 0.0525 -0.4519 0.0353 -0.164
C -4.803716 -2.195209 1.655078 0.3197 -0.0518 -0.0791 0.970
F -4.664069 -2.945079 2.753789 -0.1092 0.0116 -0.0589 -0.308
F -6.096342 -2.144687 1.345244 0.1230 0.0752 -0.0643 -0.296
F -4.382420 -0.955208 1.956508 -0.5445 -0.0116 0.3802 -0.319
N -2.988586 -3.769459 0.978565 0.2615 0.3246 -0.4610 -0.721
P -3.368805 -5.415485 0.583551 -0.1674 0.1380 -0.3285 1.668
O -3.802027 -5.504455 -0.819346 0.1235 -0.0984 0.3512 -1.028
H -0.145502 -4.307283 1.515661 -0.6467 -0.1262 0.8093 0.447
H -0.132745 -2.563283 1.575968 0.8744 -0.0762 -1.4335 0.490
H -2.061109 -3.029191 -1.220195 0.5593 0.0861 -0.1327 0.407
H -2.702086 -0.997465 0.725521 -0.0687 0.1174 -0.2177 0.230
H -3.380588 -1.026560 -0.899943 -0.0648 -0.3324 -0.0065 0.259
H -4.629463 -3.189936 -0.266960 0.0961 0.2036 0.0016 0.265
H -2.151551 -6.016690 0.926192 -0.0126 -0.0709 0.1297 -0.075
H -4.294414 -5.762958 1.567129 0.0042 -0.0340 0.0650 -0.037
C 3.263400 0.551955 2.393078 -0.0054 -0.1137 -0.0642 -0.407
C 3.860224 0.851188 1.012026 -0.0214 0.0296 0.0405 -0.402
C 2.998666 0.134759 -0.036398 0.2210 0.0386 0.0400 -0.679
S 1.359033 0.042691 0.674445 0.1034 0.3077 0.2855 2.168
O 1.006260 -1.360809 0.885021 0.0268 -0.0911 0.1902 -1.029
O 0.409770 0.861325 -0.033810 -0.1834 -0.0557 -0.0681 -0.939
C 1.761759 0.778658 2.256427 0.2269 -0.0439 -0.0977 -0.669
H 3.686187 1.185507 3.170390 -0.0101 0.0167 -0.0098 0.239
H 3.459523 -0.487978 2.665226 0.0171 0.0007 0.0248 0.208
H 3.840406 1.927021 0.830211 -0.0200 -0.0002 0.0065 0.217
H 4.896171 0.525652 0.939634 -0.0042 0.0032 -0.0305 0.237
H 2.935084 0.665467 -0.981757 -0.1449 -0.0733 -0.0052 0.295
H 3.338205 -0.883164 -0.218921 -0.0871 -0.0339 0.0159 0.253
H 1.162329 0.312473 3.034999 -0.0800 0.0370 -0.0536 0.251
H 1.512277 1.837400 2.184927 -0.0050 -0.1048 0.0296 0.279
C 3.421584 0.644950 -6.330815 -0.0085 0.0458 0.0304 -0.408
C 4.469724 1.733128 -6.061898 -0.0068 -0.0271 0.0099 -0.403
C 4.434157 2.041096 -4.560478 0.1043 0.0667 -0.1110 -0.673
S 3.885711 0.527099 -3.756566 0.0066 0.0578 -0.2580 2.163
O 2.594440 0.767363 -3.150557 0.0294 -0.0138 0.0476 -0.961
O 4.947696 -0.041621 -2.964515 -0.0822 -0.0145 0.1179 -0.945
C 3.635057 -0.416314 -5.256593 0.0243 -0.0257 -0.1285 -0.669
H 3.523270 0.221457 -7.328571 -0.0008 0.0060 0.0019 0.233
H 2.416734 1.063218 -6.243945 -0.0065 -0.0162 -0.0010 0.218
H 5.458703 1.365136 -6.340254 -0.0037 -0.0119 0.0110 0.215
H 4.278238 2.631977 -6.645237 0.0082 -0.0036 -0.0006 0.233
H 5.407066 2.305616 -4.153435 -0.0284 -0.0060 0.0583 0.257
H 3.705766 2.811190 -4.313773 -0.0363 -0.0470 0.0373 0.252
H 2.789070 -1.083000 -5.107737 0.0111 0.0021 0.0746 0.255
H 4.543758 -0.992534 -5.431582 0.0012 0.0044 0.0234 0.244
C -3.769851 2.993811 3.433809 0.1225 0.0189 -0.0426 -0.408
C -3.307546 1.943075 2.415393 0.0482 0.0529 -0.0476 -0.405
C -2.014744 2.458606 1.773061 -0.0876 -0.2159 -0.0143 -0.678
S -1.222626 3.496872 3.010816 -0.3158 0.0026 -0.1399 2.173
O -1.180033 4.850008 2.526429 0.1068 0.0077 0.0445 -0.929
O -0.020176 2.847982 3.476281 0.0236 0.0989 0.1470 -0.966
C -2.523458 3.357290 4.238197 -0.1027 -0.0272 0.0671 -0.670
H -4.559691 2.616381 4.081309 -0.0002 -0.0005 -0.0058 0.230
H -4.153165 3.874394 2.915051 0.0203 0.0173 0.0201 0.223
H -3.111018 1.000952 2.931539 -0.0057 0.0189 0.0398 0.199
H -4.061885 1.752258 1.652606 -0.0378 -0.0031 0.0431 0.223
H -1.317510 1.665459 1.509101 0.0215 0.1080 -0.0940 0.256
H -2.203451 3.080745 0.900381 0.0374 0.0645 0.0416 0.254
H -2.590583 4.299208 4.777324 0.0567 0.0152 -0.0243 0.264
H -2.238508 2.555067 4.919042 0.0175 0.0128 0.0090 0.237
```
Positions in Å, forces in eV/Å.

- HOMO (Eh) = -0.4514
- electronic energy (eV) = -85853.383
- frontier orbital gap (eV) = 7.5
- LUMO energy (eV) = -4.78
- total charge = +1